No. 1
Molecular formula: C33H45GeNO5OsSi4Te
Method: DFT, wB97M-V/def2-TZVPD

Computed properties:
HOMO (spin up / spin down) = -8.814 / -10.259 eV
Net charge = +1
Multiplicity = 6

Atoms and positions in Å:
1 Os 1.73 0.67 0.85
2 O 5.12 5.22 2.84
3 C 4.47 4.17 2.33
4 C 4.11 4.09 0.98
5 C 3.42 2.97 0.56
6 N 3.13 1.99 1.42
7 C 3.44 2.06 2.71
8 C 4.13 3.13 3.21
9 C 2.86 0.88 3.47
10 O 3.04 0.70 4.65
11 O 2.12 0.09 2.70
12 C 2.86 2.71 -0.82
13 O 3.09 3.40 -1.77
14 O 2.11 1.60 -0.85
15 H 5.30 5.89 2.17
16 H 4.32 4.87 0.27
17 H 4.37 3.19 4.26
18 C -0.71 1.46 3.50
19 Ge -0.48 1.83 1.59
20 C -2.24 1.70 0.76
21 C -3.28 2.41 1.34
22 C -4.55 2.40 0.78
23 C -4.79 1.67 -0.38
24 C -3.75 0.96 -0.97
25 C -2.49 0.98 -0.40
26 C 0.21 3.67 1.46
27 C 0.70 4.26 2.60
28 C 1.28 5.55 2.58
29 C 1.38 6.23 1.41
30 C 0.89 5.67 0.20
31 C 0.99 6.37 -1.02
32 C 0.52 5.83 -2.18
33 C -0.08 4.56 -2.16
34 C -0.19 3.86 -0.99
35 C 0.30 4.39 0.22
36 H -1.46 2.14 3.91
37 H 0.21 1.58 4.07
38 H -1.05 0.44 3.63
39 H -3.11 3.00 2.23
40 H -5.35 2.96 1.24
41 H -5.77 1.66 -0.82
42 H -3.94 0.40 -1.88
43 H -1.69 0.42 -0.86
44 H 0.64 3.74 3.54
45 H 1.63 5.99 3.50
46 H 1.81 7.22 1.38
47 H 1.45 7.36 -1.02
48 H 0.60 6.37 -3.11
49 H -0.46 4.13 -3.08
50 H -0.66 2.88 -1.00
51 C 2.28 -4.99 -2.21
52 Si 1.00 -5.27 -0.89
53 C -0.21 -6.63 -1.27
54 C 1.77 -5.45 0.80
55 Si -0.42 -3.11 -0.96
56 Te 1.32 -1.70 -0.04
57 Si -0.75 -2.74 -3.30
58 C 0.86 -2.23 -4.10
59 C -1.45 -4.34 -3.99
60 C -2.02 -1.37 -3.46
61 Si -2.08 -3.60 0.70
62 C -3.25 -4.83 -0.10
63 C -1.25 -4.27 2.24
64 C -2.94 -1.99 1.07
65 H 3.11 -5.66 -2.00
66 H 2.66 -3.98 -2.22
67 H 1.90 -5.24 -3.20
68 H 0.37 -7.50 -1.59
69 H -0.89 -6.39 -2.08
70 H -0.79 -6.91 -0.40
71 H 2.57 -6.19 0.70
72 H 1.08 -5.81 1.55
73 H 2.23 -4.53 1.15
74 H 1.49 -3.07 -4.36
75 H 1.43 -1.55 -3.47
76 H 0.63 -1.69 -5.02
77 H -0.67 -5.06 -4.23
78 H -1.98 -4.13 -4.92
79 H -2.15 -4.81 -3.31
80 H -1.77 -0.48 -2.89
81 H -3.02 -1.70 -3.18
82 H -2.05 -1.08 -4.52
83 H -2.78 -5.78 -0.33
84 H -3.67 -4.42 -1.02
85 H -4.08 -5.02 0.58
86 H -1.11 -5.35 2.20
87 H -1.88 -4.05 3.10
88 H -0.28 -3.81 2.43
89 H -3.48 -1.59 0.22
90 H -2.25 -1.22 1.41
91 H -3.65 -2.17 1.87

No. 2
Molecular formula: C5H6O
Method: DFT, wB97M-V/def2-TZVPD

Computed properties:
HOMO = -9.334 eV
SMILES = C=C/C=C\C=O
Multiplicity = 1

Atoms and positions in Å:
1 O 2.69 0.27 0.25
2 C 1.58 0.16 -0.22
3 C -0.88 1.13 0.81
4 C -1.31 0.17 -0.05
5 C -0.54 -1.06 -0.26
6 C 0.82 -1.09 -0.26
7 H -1.36 2.11 0.82
8 H 0.05 1.05 1.38
9 H -2.38 0.10 -0.25
10 H 1.04 1.00 -0.82
11 H -1.07 -1.87 -0.78
12 H 1.35 -1.97 -0.62

No. 3
Molecular formula: C7H9IS2
Method: DFT, wB97M-V/def2-TZVPD

Computed properties:
HOMO = -8.599 eV
SMILES = Cc1ccc([C@@](C)(S)I)s1
Multiplicity = 1

Atoms and positions in Å:
1 C 0.85 -1.62 -1.02
2 C -0.44 -1.12 -0.92
3 C 1.77 -0.84 -0.44
4 C -0.50 -0.17 -0.02
5 C 3.25 -0.96 -0.41
6 C -1.76 1.38 1.67
7 C -1.92 0.79 0.36
8 S 1.04 0.51 0.53
9 S -1.91 2.10 -0.98
10 I -3.58 -0.65 -0.13
11 H 1.04 -2.39 -1.66
12 H -1.23 -1.63 -1.48
13 H 3.64 -1.85 0.12
14 H 3.75 -1.04 -1.46
15 H 3.66 -0.11 0.07
16 H -1.04 2.30 1.63
17 H -2.66 1.85 2.03
18 H -1.42 0.58 2.33
19 H -2.55 2.88 -0.25

No. 4
Molecular formula: C5H4N2O5S
Method: DFT, wB97M-V/def2-TZVPD

Computed properties:
HOMO = -9.773 eV
SMILES = O=[N+]([O-])S(=O)(=O)/N=C/c1ccco1
Multiplicity = 1

Atoms and positions in Å:
1 C -1.31 0.54 -0.16
2 C 0.02 0.51 0.28
3 C -1.45 -0.42 -1.16
4 C 0.63 -0.45 -0.64
5 C 2.04 -0.62 -0.66
6 N 2.69 -0.45 0.43
7 N 5.04 1.19 0.03
8 O 5.09 1.40 -1.18
9 O 5.32 1.88 0.95
10 O 4.77 -1.45 -0.61
11 O 4.80 -0.84 1.68
12 O -0.31 -0.92 -1.46
13 S 4.31 -0.59 0.39
14 H -2.17 0.98 0.34
15 H 0.50 0.99 1.09
16 H -2.26 -0.94 -1.65
17 H 2.52 -0.96 -1.58

No. 5
Molecular formula: C31H46N4P2SiTc
Method: DFT, wB97M-V/def2-TZVPD

Computed properties:
HOMO (spin up / spin down) = -13.177 / -12.905 eV
Net charge = +2
Multiplicity = 4

Atoms and positions in Å:
1 Tc -0.14 -2.13 0.54
2 C -1.11 2.35 2.70
3 C -1.70 2.43 1.50
4 C -1.06 2.92 0.25
5 C 0.49 3.17 0.20
6 C 1.41 2.32 0.97
7 C 1.64 2.20 2.28
8 C 1.35 3.21 3.29
9 C -0.17 3.51 3.17
10 C 1.52 -2.82 1.63
11 H -1.75 1.94 3.51
12 H -2.71 2.06 1.42
13 H -1.57 3.85 -0.05
14 H -1.29 2.21 -0.55
15 H 0.74 2.98 -0.86
16 H 0.70 4.23 0.34
17 H 1.72 1.45 0.40
18 H 1.94 1.22 2.66
19 H 1.98 4.12 3.18
20 H 1.66 2.85 4.27
21 H -0.54 3.79 4.16
22 H -0.24 4.37 2.48
23 H 1.72 -2.10 2.44
24 H 2.50 -2.92 1.11
25 H 1.42 -3.77 2.20
26 P 1.40 -1.48 -0.90
27 P -2.16 -0.46 -1.06
28 N 2.89 -0.26 -1.33
29 N 1.99 -2.64 -2.09
30 N -2.07 1.14 -2.48
31 N -3.63 -1.05 -1.81
32 C 0.31 -0.63 -2.07
33 C -1.00 -1.42 -2.12
34 C 4.10 -0.25 -0.65
35 C 5.08 0.41 -1.41
36 C 4.45 0.82 -2.62
37 C 3.13 0.38 -2.54
38 C 2.53 -3.85 -1.70
39 C 3.08 -4.44 -2.82
40 C 2.92 -3.55 -3.92
41 C 2.27 -2.43 -3.44
42 C -2.71 2.35 -2.37
43 C -2.64 3.05 -3.59
44 C -1.91 2.23 -4.48
45 C -1.59 1.07 -3.79
46 C -4.64 -0.29 -2.43
47 C -5.24 -1.07 -3.41
48 C -4.64 -2.38 -3.36
49 C -3.66 -2.34 -2.39
50 H 0.75 -0.59 -3.07
51 H 0.18 0.42 -1.75
52 H -1.34 -1.50 -3.16
53 H -0.97 -2.48 -1.76
54 H 4.18 -0.73 0.30
55 H 6.12 0.56 -1.13
56 H 4.89 1.37 -3.46
57 H 2.39 0.46 -3.31
58 H 2.43 -4.15 -0.67
59 H 3.54 -5.41 -2.83
60 H 3.23 -3.70 -4.94
61 H 2.01 -1.54 -3.99
62 H -3.16 2.68 -1.44
63 H -3.05 4.02 -3.78
64 H -1.60 2.44 -5.49
65 H -1.00 0.24 -4.16
66 H -4.85 0.72 -2.11
67 H -6.01 -0.75 -4.08
68 H -4.88 -3.24 -3.97
69 H -2.96 -3.09 -2.06
70 C 1.36 -1.46 4.69
71 Si -0.30 -0.79 4.12
72 C -1.75 -1.47 5.14
73 C -0.26 0.85 5.10
74 C -0.87 -1.20 2.26
75 H 1.55 -1.02 5.68
76 H 2.20 -1.22 4.02
77 H 1.30 -2.55 4.80
78 H -1.81 -0.89 6.07
79 H -2.69 -1.34 4.58
80 H -1.58 -2.52 5.38
81 H 0.64 1.44 4.94
82 H -1.12 1.53 4.96
83 H -0.31 0.56 6.17
84 H -1.79 -1.76 2.64
85 H -1.20 -0.23 1.89

No. 6
Molecular formula: C19H29FN2O5S
Method: DFT, wB97M-V/def2-TZVPD

Computed properties:
HOMO = -9.651 eV
SMILES = O=C(NC[C@H]1C[C@@H]2CC[C@H]1N2C(=O)[C@H]1CCS(=O)(=O)C1)[C@@H](F)C1CCOCC1
Multiplicity = 1

Atoms and positions in Å:
1 O -1.32 0.82 -2.90
2 C -1.71 -0.16 -2.29
3 N -0.91 -1.03 -1.64
4 C 0.51 -0.82 -1.39
5 C 0.89 0.61 -1.01
6 C 0.10 1.11 0.23
7 C 1.19 1.33 1.28
8 C 1.99 2.59 0.92
9 C 2.76 2.14 -0.36
10 C 2.33 0.66 -0.50
11 N 2.14 0.26 0.90
12 C 3.01 -0.29 1.78
13 O 2.91 -0.12 2.99
14 C 4.12 -1.19 1.21
15 C 4.79 -1.96 2.35
16 C 3.81 -3.04 2.80
17 S 2.93 -3.53 1.31
18 O 3.35 -4.84 0.87
19 O 1.52 -3.24 1.46
20 C 3.63 -2.27 0.24
21 C -3.20 -0.46 -2.20
22 F -3.39 -1.81 -1.88
23 C -3.88 0.39 -1.14
24 C -3.78 1.89 -1.41
25 C -4.56 2.66 -0.36
26 O -5.92 2.27 -0.30
27 C -6.04 0.89 0.02
28 C -5.36 0.01 -1.01
29 H -1.36 -1.81 -1.20
30 H 0.77 -1.49 -0.56
31 H 1.09 -1.13 -2.27
32 H 0.75 1.26 -1.87
33 H -0.46 2.03 0.03
34 H -0.61 0.35 0.56
35 H 0.89 1.25 2.31
36 H 1.34 3.44 0.74
37 H 2.68 2.84 1.72
38 H 2.50 2.71 -1.24
39 H 3.84 2.21 -0.21
40 H 3.04 0.04 -1.05
41 H 4.83 -0.53 0.71
42 H 5.71 -2.42 1.97
43 H 5.04 -1.31 3.18
44 H 4.28 -3.93 3.21
45 H 3.07 -2.64 3.48
46 H 2.86 -1.98 -0.46
47 H 4.47 -2.72 -0.28
48 H -3.64 -0.29 -3.18
49 H -3.38 0.18 -0.18
50 H -2.74 2.22 -1.42
51 H -4.20 2.11 -2.40
52 H -4.09 2.52 0.63
53 H -4.56 3.73 -0.58
54 H -5.61 0.71 1.02
55 H -7.11 0.68 0.07
56 H -5.85 0.14 -1.97
57 H -5.46 -1.04 -0.72

No. 7
Molecular formula: C8H8N2O2S
Method: DFT, wB97M-V/def2-TZVPD

Computed properties:
HOMO (spin up / spin down) = -7.335 / -7.336 eV
Multiplicity = 1

Atoms and positions in Å:
1 C 0.67 1.53 -0.03
2 C 1.88 2.28 -0.01
3 C 0.59 0.16 -0.05
4 C 2.97 -0.10 -0.02
5 C 1.79 -2.03 -0.02
6 C 3.04 -2.50 0.01
7 C -0.58 2.38 0.02
8 C -0.74 -0.53 -0.04
9 N 1.71 -0.65 -0.04
10 N 3.09 1.24 -0.01
11 O 4.25 1.75 0.00
12 O 2.15 3.44 0.01
13 S 4.26 -1.26 0.02
14 H 0.90 -2.63 -0.03
15 H 3.34 -3.53 0.03
16 H -0.29 3.42 0.07
17 H -1.20 2.24 -0.87
18 H -1.18 2.15 0.90
19 H -0.72 -1.49 -0.54
20 H -1.07 -0.69 0.99
21 H -1.48 0.09 -0.53

No. 8
Molecular formula: C34H63N3O21
Method: DFT, wB97M-V/def2-TZVPD

Computed properties:
HOMO = -10.599 eV
SMILES = C[C@H]1COC(=O)O1.COC(=O)OC.COC(=O)OC.COC(=O)OC.COC(=O)OC.COC(=O)OC.COC(=O)OC.CCCC#N.CCCC#N.CCCC#N
Multiplicity = 1

Atoms and positions in Å:
1 C 8.31 -17.23 -15.79
2 C 9.67 -17.78 -15.40
3 C 9.56 -18.44 -13.98
4 O 9.51 -19.79 -14.11
5 C 10.00 -20.10 -15.38
6 O 10.40 -21.21 -15.71
7 O 10.12 -18.92 -16.08
8 H 8.22 -17.19 -16.90
9 H 8.02 -16.27 -15.35
10 H 7.53 -17.92 -15.54
11 H 10.33 -16.91 -15.33
12 H 8.74 -18.08 -13.46
13 H 10.47 -18.47 -13.38
14 C 12.40 -17.44 -17.55
15 O 12.32 -16.18 -18.19
16 C 11.13 -15.78 -18.67
17 O 10.04 -16.64 -18.75
18 O 11.04 -14.46 -18.82
19 C 9.72 -13.90 -19.13
20 H 11.68 -18.15 -18.01
21 H 12.34 -17.37 -16.50
22 H 13.37 -17.93 -17.72
23 H 8.82 -14.43 -19.53
24 H 9.82 -13.04 -19.70
25 H 9.43 -13.46 -18.19
26 C 3.72 -18.12 -19.22
27 O 4.64 -17.71 -18.29
28 C 4.92 -16.32 -18.32
29 O 3.98 -15.26 -18.85
30 O 6.12 -16.09 -17.87
31 C 6.53 -14.77 -17.73
32 H 2.68 -17.85 -18.85
33 H 3.75 -19.23 -19.11
34 H 3.83 -17.94 -20.28
35 H 7.52 -14.56 -17.33
36 H 5.74 -14.09 -17.33
37 H 6.75 -14.24 -18.65
38 C 4.69 -22.70 -17.02
39 O 5.23 -22.00 -18.19
40 C 6.24 -21.00 -17.91
41 O 6.80 -20.83 -16.55
42 O 6.61 -20.18 -18.99
43 C 7.65 -19.19 -18.79
44 H 5.39 -23.53 -16.67
45 H 3.74 -23.10 -17.30
46 H 4.42 -21.96 -16.24
47 H 7.30 -18.31 -18.28
48 H 8.14 -19.02 -19.73
49 H 8.48 -19.67 -18.14
50 C 9.04 -15.68 -11.34
51 O 9.00 -15.30 -12.72
52 C 9.84 -14.45 -13.30
53 O 10.68 -13.50 -12.61
54 O 10.03 -14.70 -14.63
55 C 11.01 -14.04 -15.37
56 H 9.87 -16.28 -11.18
57 H 8.17 -16.11 -10.91
58 H 9.28 -14.83 -10.70
59 H 11.56 -13.35 -14.75
60 H 10.60 -13.41 -16.16
61 H 11.75 -14.71 -15.86
62 C 3.85 -16.44 -10.96
63 O 3.52 -17.19 -12.16
64 C 4.49 -17.57 -13.01
65 O 5.89 -17.28 -13.03
66 O 3.90 -18.26 -14.01
67 C 4.69 -18.46 -15.22
68 H 3.55 -15.42 -10.90
69 H 4.90 -16.43 -10.89
70 H 3.47 -17.02 -10.15
71 H 5.23 -17.57 -15.45
72 H 4.03 -18.79 -16.05
73 H 5.43 -19.18 -14.88
74 C 8.40 -19.39 -10.25
75 O 9.25 -19.01 -9.22
76 C 10.51 -18.54 -9.58
77 O 10.83 -18.41 -10.97
78 O 11.44 -18.20 -8.68
79 C 12.51 -17.42 -9.11
80 H 8.76 -19.90 -11.16
81 H 7.99 -18.57 -10.67
82 H 7.54 -20.00 -9.85
83 H 13.32 -17.53 -8.44
84 H 12.25 -16.35 -9.05
85 H 12.84 -17.64 -10.09
86 C 13.19 -16.06 -12.40
87 C 13.47 -17.03 -13.60
88 C 14.91 -17.61 -13.68
89 C 15.24 -18.14 -15.04
90 N 15.55 -18.58 -16.09
91 H 13.98 -16.05 -11.70
92 H 12.24 -16.25 -11.96
93 H 13.06 -15.02 -12.81
94 H 13.20 -16.44 -14.51
95 H 12.73 -17.84 -13.69
96 H 14.92 -18.52 -13.10
97 H 15.72 -16.95 -13.29
98 C 12.77 -22.51 -13.01
99 C 12.38 -21.10 -12.58
100 C 13.16 -20.73 -11.36
101 C 14.56 -21.07 -11.54
102 N 15.67 -21.33 -11.68
103 H 12.89 -23.16 -12.15
104 H 13.60 -22.41 -13.60
105 H 12.06 -22.84 -13.78
106 H 11.37 -21.06 -12.27
107 H 12.52 -20.38 -13.36
108 H 12.60 -21.01 -10.40
109 H 13.15 -19.62 -11.26
110 C 6.47 -20.88 -12.61
111 C 6.48 -22.26 -13.40
112 C 7.83 -23.01 -13.32
113 C 7.92 -23.88 -12.11
114 N 7.96 -24.63 -11.17
115 H 5.51 -20.34 -12.70
116 H 7.23 -20.20 -12.97
117 H 6.55 -21.12 -11.58
118 H 6.27 -21.95 -14.42
119 H 5.73 -22.88 -12.99
120 H 8.84 -22.44 -13.34
121 H 7.86 -23.69 -14.08

No. 9
Molecular formula: C23H15F3N2O6PbS8
Method: DFT, wB97M-V/def2-TZVPD

Computed properties:
HOMO = -8.538 eV
Multiplicity = 1

Atoms and positions in Å:
1 Pb 0.35 0.09 0.26
2 O -2.76 -4.23 5.36
3 C -2.36 -3.48 4.52
4 S -2.39 -3.87 2.78
5 C -1.64 -2.41 2.21
6 C -1.26 -1.41 3.27
7 S -0.46 -0.02 3.09
8 S -1.69 -1.86 4.89
9 S -1.38 -2.28 0.62
10 O -1.29 1.49 0.07
11 C -2.60 1.46 -0.44
12 C -2.52 1.73 -1.96
13 C -1.47 2.30 -2.59
14 C -1.70 2.60 -3.97
15 C -2.95 2.25 -4.36
16 S -3.84 1.56 -3.07
17 C -3.36 2.66 0.20
18 C -4.69 2.92 0.31
19 C -4.97 4.20 0.89
20 C -3.83 4.87 1.20
21 S -2.43 3.97 0.81
22 C -3.32 0.15 -0.11
23 C -3.55 -0.94 -0.92
24 C -4.21 -2.02 -0.24
25 C -4.46 -1.73 1.06
26 S -3.91 -0.16 1.47
27 H -0.55 2.54 -2.06
28 H -0.97 3.06 -4.63
29 H -3.41 2.35 -5.34
30 H -5.46 2.22 -0.02
31 H -5.97 4.59 1.06
32 H -3.74 5.85 1.66
33 H -3.26 -0.97 -1.96
34 H -4.50 -2.95 -0.72
35 H -4.94 -2.35 1.81
36 N 2.30 2.32 -4.66
37 C 1.68 1.31 -5.33
38 O 1.75 1.18 -6.54
39 C 0.86 0.36 -4.50
40 C -0.04 -0.47 -5.15
41 C -0.80 -1.35 -4.41
42 C -0.66 -1.34 -3.03
43 N 0.21 -0.55 -2.40
44 C 0.97 0.27 -3.13
45 H 2.90 2.94 -5.18
46 H 2.29 2.41 -3.66
47 H -0.11 -0.41 -6.23
48 H -1.51 -2.02 -4.88
49 H -1.27 -2.00 -2.41
50 H 1.70 0.85 -2.57
51 F 3.83 3.80 -1.23
52 C 2.73 3.62 -0.49
53 F 1.68 3.51 -1.33
54 F 2.55 4.68 0.28
55 S 2.90 2.08 0.48
56 O 1.68 2.07 1.32
57 O 4.14 2.19 1.17
58 O 2.82 1.08 -0.58

Short version: E_tot = -144461.533, -7327.403, -37174.017, -29296.738, -67480.318, -46945.012, -26333.610, -83732.322, -139442.152 eV, in the order given.
Short version: molecular weight = 1038.5, 82.1, 284.2, 204.2, 662.8, 416.5, 196.2, 849.9, 936.1 g mol⁻¹, in the order given.
Short version: energy above the lowest of the compared OMol25 structures with the same formula, charge and spin = 0.0, 181.6, 7.5, 100.5, 0.0, 4.7, 193.0, 1140.5, 39.3 kJ/mol, in the order given.